Below is the ion C5H11N2 with charge +1 at a distorted geometry, with properties calculated with wB97M-V/def2-TZVPD.

```
18
Properties=species:S:1:pos:R:3
C -2.405 1.227 -0.303
N -1.174 1.111 -0.581
C -0.609 -0.160 -0.806
C -0.622 -0.777 -1.977
C 0.007 -0.807 0.432
C 0.784 0.186 1.295
N 2.252 0.116 0.828
H -3.120 0.418 -0.231
H -2.698 2.263 -0.154
H -0.045 -1.649 -2.258
H -1.123 -0.338 -2.834
H -0.856 -1.146 1.014
H 0.563 -1.728 0.254
H 0.487 1.210 1.109
H 0.774 -0.207 2.304
H 2.962 0.719 1.269
H 2.632 -0.827 0.798
H 2.191 0.389 -0.159
```

## Properties
net charge = +1
relative energy (zero: lowest compared OMol25 entry of this formula, charge and spin) = 37.6 kcal/mol
HOMO = -12.687 eV



Below is a cluster of 2 separate species, C5H11N2 in total at a distorted geometry, with properties calculated with wB97M-V/def2-TZVPD.

```
18
Properties=species:S:1:pos:R:3
C -3.081 1.255 0.683
C -2.030 0.851 1.160
C 0.575 -2.754 -0.284
C 1.522 1.886 0.079
C 0.668 -0.430 0.044
N 0.387 -1.387 -0.775
N 0.420 0.923 -0.343
H -4.081 1.613 0.474
H 1.322 -3.206 -0.938
H 0.909 -2.596 0.677
H -0.297 -3.370 -0.259
H 2.428 1.367 0.110
H 1.618 2.812 -0.472
H 1.195 2.146 1.167
H -1.299 0.183 1.466
H 0.039 -1.338 -1.744
H -0.447 1.096 0.299
H 0.153 0.949 -1.344
```

## Properties
net charge = +1
relative energy (zero: lowest compared OMol25 entry of this formula, charge and spin) = 121.6 kcal/mol
HOMO = -13.643 eV



Below is the ion C5H11N2 with charge +1 at a distorted geometry, with properties calculated with wB97M-V/def2-TZVPD.

```
18
Properties=species:S:1:pos:R:3
C 2.409 0.328 -0.227
N 1.196 0.352 0.160
C 0.355 -0.781 -0.003
C 0.449 -1.803 -0.831
C -0.701 -0.676 0.913
C -1.458 0.642 0.704
N -1.000 1.422 -0.430
H 3.087 -0.516 0.009
H 2.823 1.191 -0.756
H -0.346 -2.248 -1.346
H 1.391 -2.232 -1.152
H -0.547 -0.826 1.993
H -1.438 -1.442 0.703
H -1.341 1.263 1.622
H -2.535 0.509 0.599
H -1.275 2.436 -0.251
H -1.161 1.078 -1.446
H 0.092 1.305 -0.262
```

## Properties
net charge = +1
relative energy (zero: lowest compared OMol25 entry of this formula, charge and spin) = 73.5 kcal/mol
HOMO = -12.988 eV



These records have E_LUMO values of -3.62, -3.38, -4.16 eV, in the order they appear.